# 1
20
Properties=species:S:1:pos:R:3:forces:R:3 method="wB97M-V/def2-TZVPD" total_charge=+2 multiplicity=2 s2=0.7530 gap_ev="9.9 / 2.6"
C 1.174 -1.563 1.263 -0.33 0.38 -0.46
C 0.512 -0.920 0.043 0.47 -1.94 0.03
N -0.674 -0.127 0.408 -0.53 1.43 0.74
C -0.862 1.213 -0.245 -0.31 -0.63 -0.35
H 1.600 -0.778 1.893 0.15 -0.26 0.09
H 1.917 -2.294 0.959 0.28 0.24 -0.09
H 0.460 -2.126 1.820 -0.61 -0.35 0.62
H 0.213 -1.671 -0.697 -0.17 0.13 0.27
H 1.287 -0.371 -0.441 0.11 1.19 -0.50
H -1.574 -0.629 0.264 0.06 -0.42 -0.49
H -0.703 0.091 1.407 0.48 -0.38 0.11
H -1.176 1.042 -1.268 0.01 0.04 -0.18
H -1.671 1.690 0.300 0.13 0.37 -0.08
H 0.061 1.790 -0.253 -0.11 -0.09 0.32
H 3.373 3.144 -1.658 0.08 -0.32 -0.28
H 3.015 2.747 -0.163 0.09 -0.29 0.03
O 3.104 2.351 -1.088 0.15 0.83 0.18
H -3.649 -1.896 -0.606 0.17 0.18 0.04
H -3.380 -0.540 -1.294 -0.21 -0.14 -0.04
O -3.026 -1.154 -0.643 0.10 0.02 0.05

---

# 2
21
Properties=species:S:1:pos:R:3:forces:R:3 method="wB97M-V/def2-TZVPD" total_charge=+1 multiplicity=1 gap_ev=9.2
C -0.721 -1.037 -1.009 1.21 1.04 0.48
C 0.123 0.209 -1.269 -0.48 0.07 -1.36
C 1.422 0.428 -0.514 1.13 0.54 -0.61
S 2.846 0.604 -1.689 -0.18 -0.01 0.58
N -0.970 -1.158 0.464 -0.31 0.93 0.17
H -1.637 -1.001 -1.581 -0.26 -0.15 0.18
H -0.091 -1.881 -1.282 -0.37 -0.30 -0.01
H -0.434 1.142 -1.298 -0.45 -0.16 0.65
H 0.306 0.148 -2.348 0.50 -0.35 0.12
H 1.875 -0.328 0.108 -0.61 -0.93 0.23
H 1.341 1.281 0.159 0.11 0.22 -0.21
H 2.358 1.621 -2.389 -0.12 0.30 -0.17
H -1.273 -0.287 0.930 -0.86 0.18 -0.85
H -1.631 -1.895 0.686 0.17 -0.25 0.30
H -0.089 -1.218 0.967 0.60 -1.06 0.33
H -1.414 2.349 0.165 -0.33 0.36 0.15
H -2.905 2.122 0.589 -0.39 0.61 0.23
O -2.118 1.703 0.264 0.68 -1.05 -0.16
H 1.487 -0.347 2.961 0.60 0.69 -0.11
H 0.680 -1.483 3.446 -0.18 -0.17 -0.31
O 0.847 -0.972 2.640 -0.43 -0.53 0.37

---

# 3
21
Properties=species:S:1:pos:R:3:forces:R:3 method="wB97M-V/def2-TZVPD" total_charge=+1 multiplicity=1 gap_ev=10.2
C 0.822 0.097 0.080 -0.84 0.70 0.11
C 0.923 -0.852 1.268 0.28 -0.55 -0.77
C 0.220 -0.522 2.589 0.63 -0.22 -0.74
S -1.535 -0.162 2.460 -0.75 0.41 0.11
N -0.585 0.131 -0.516 0.71 -0.74 0.23
H 0.957 1.139 0.351 0.51 0.06 0.14
H 1.500 -0.175 -0.722 0.10 0.00 0.03
H 1.993 -0.977 1.470 -0.07 0.15 0.10
H 0.639 -1.841 0.885 -0.23 0.01 0.26
H 0.730 0.323 3.045 -0.08 -0.18 0.37
H 0.277 -1.430 3.188 0.24 0.32 0.35
H -1.492 1.164 2.706 0.03 -0.23 -0.05
H -1.199 0.109 0.317 -0.40 0.33 -0.32
H -0.682 0.968 -1.132 -0.03 -0.27 0.46
H -0.727 -0.724 -1.063 0.09 0.29 -0.09
H 0.042 2.576 -2.723 0.20 0.08 -0.75
H -0.584 3.365 -1.586 -0.11 0.27 0.07
O -0.137 2.543 -1.790 -0.13 -0.25 0.57
H -1.094 -2.102 -2.672 0.01 -0.19 -0.08
H 0.128 -1.877 -3.524 0.29 0.02 -0.19
O -0.196 -1.753 -2.630 -0.45 0.00 0.20

---

# 4
21
Properties=species:S:1:pos:R:3:forces:R:3 method="wB97M-V/def2-TZVPD" total_charge=+1 multiplicity=1 gap_ev=11.1
C 0.169 1.560 0.412 -0.38 0.98 1.20
O -1.062 1.652 -0.121 -2.91 -0.78 -4.38
C 0.654 0.155 0.716 2.20 0.23 -0.26
C 1.618 0.407 1.938 0.43 0.06 -2.25
N -0.452 -0.799 1.112 6.14 -2.37 2.82
H 0.839 2.122 -0.199 1.32 -0.09 -0.33
H 0.003 2.211 1.283 0.86 -0.70 0.62
H -1.008 1.531 -1.131 -0.28 0.19 2.27
H 1.141 -0.301 -0.244 -0.75 0.72 1.98
H 2.086 1.409 1.912 -0.56 -0.37 -0.20
H 2.434 -0.256 1.809 0.85 -0.92 0.54
H 1.137 0.299 2.876 -0.56 -0.24 0.89
H -1.008 -0.340 1.725 -3.12 1.62 1.92
H -0.808 -1.254 0.353 -2.65 -0.74 -3.29
H -0.077 -1.691 1.681 -0.41 2.67 -1.19
H -1.770 -2.488 -1.407 0.92 2.37 0.91
H -2.396 -1.108 -1.650 2.42 -0.64 1.86
O -1.589 -1.509 -1.119 -3.92 -2.26 -2.73
H -0.746 -0.343 -3.507 1.73 -0.52 1.05
H 0.806 -0.672 -3.532 -1.35 0.25 0.89
O 0.029 -0.584 -2.907 0.04 0.54 -2.30

---

Energy above the lowest of the compared OMol25 structures with the same formula, charge and spin? In order: 0.6932; 0.7530; 0.0050; 2.3087 eV.